Record 1
C25H16Cl2N6O2PdS | wB97M-V/def2-TZVPD

Charge: -2
Multiplicity: 1
Kohn-Sham gap in eV: 3.310

Positions of all 53 atoms, in Å:
Pd 0.231 -0.187 -0.275
Cl 5.436 -4.832 1.618
C 3.853 -4.182 1.219
C 3.732 -2.827 0.966
C 2.512 -2.223 0.623
N 2.394 -0.854 0.343
C 3.321 -0.003 0.754
O 4.350 -0.186 1.454
C 3.185 1.458 0.292
C 4.337 2.252 0.334
C 4.265 3.574 -0.063
C 3.041 4.086 -0.483
C 1.955 3.226 -0.485
N 2.023 1.953 -0.114
C 1.360 -3.073 0.493
C 1.521 -4.434 0.790
C 2.734 -4.985 1.156
Cl 2.807 -6.703 1.518
N 0.116 -2.521 0.173
C -0.848 -3.287 -0.288
O -0.830 -4.479 -0.685
C -2.251 -2.648 -0.306
C -3.331 -3.477 -0.638
C -4.608 -2.949 -0.669
C -4.791 -1.602 -0.372
C -3.666 -0.864 -0.039
N -2.440 -1.369 0.005
H 4.603 -2.201 1.055
H 5.250 1.797 0.689
H 5.147 4.205 -0.040
H 2.927 5.119 -0.793
H 0.974 3.578 -0.804
H 0.665 -5.083 0.704
H -3.121 -4.509 -0.873
H -5.454 -3.576 -0.930
H -5.769 -1.136 -0.397
H -3.754 0.194 0.209
N -0.554 1.066 -3.204
C -1.153 1.776 -2.194
N -1.022 1.439 -0.957
C -1.775 2.274 -0.139
C -1.844 2.170 1.246
C -2.613 3.086 1.942
C -3.309 4.102 1.277
C -3.246 4.213 -0.103
C -2.477 3.289 -0.801
S -2.213 3.149 -2.517
H 0.053 0.365 -2.752
H -0.073 1.627 -3.894
H -1.283 1.366 1.709
H -2.677 3.019 3.021
H -3.903 4.810 1.843
H -3.785 4.999 -0.619

Force components x, y, z for each atom (eV/Å):
-0.2 0.2 -0.4
-0.1 0.0 0.0
0.0 0.0 0.0
-0.1 0.1 0.0
0.0 0.1 0.0
0.0 -0.1 0.1
0.1 0.1 0.0
-0.1 -0.1 0.0
-0.1 -0.2 0.0
0.0 0.0 0.0
0.0 0.0 0.0
0.0 0.0 0.0
0.0 0.0 0.0
0.0 0.2 0.1
0.0 0.1 -0.1
-0.1 0.0 -0.1
0.0 0.0 0.0
0.0 0.1 0.0
0.6 0.1 0.3
-0.4 -0.2 -0.1
0.0 0.1 0.0
-0.1 0.0 -0.1
0.1 0.1 0.0
0.0 0.1 0.0
0.0 -0.1 -0.1
0.0 0.0 0.0
0.0 0.0 0.2
0.0 0.0 0.0
0.0 0.0 0.0
0.0 0.0 0.0
0.0 0.0 0.0
0.0 0.0 0.0
0.0 0.0 0.0
0.0 0.0 0.0
0.0 0.0 0.0
0.0 0.0 0.0
0.0 -0.1 0.0
0.0 -0.1 0.0
0.0 0.0 -0.1
0.0 -0.2 0.5
0.1 -0.1 -0.2
0.0 0.0 0.0
0.0 0.0 0.0
0.0 0.0 0.0
0.0 -0.1 0.0
-0.1 0.1 0.0
0.0 0.0 -0.1
0.0 0.0 0.0
0.0 0.0 0.0
0.0 0.0 0.0
0.0 0.0 0.0
0.0 0.0 0.0
0.0 0.0 0.0

---

Record 2
C5H5Br | wB97M-V/def2-TZVPD

Multiplicity: 1
Kohn-Sham gap in eV: 9.210

Positions of all 11 atoms, in Å:
C -0.910 -0.043 -0.700
C -2.018 0.167 -1.360
C 0.552 0.375 -0.888
C 0.745 0.319 0.616
C -0.638 -0.447 0.725
Br -0.348 -2.377 1.041
H 0.949 -0.349 -1.651
H 0.774 1.311 -1.269
H 1.602 -0.185 0.984
H 0.664 1.357 0.992
H -1.372 -0.129 1.510

Force components x, y, z for each atom (eV/Å):
-1.1 0.6 -0.4
0.8 -0.2 0.4
-0.3 -2.0 -1.6
-1.3 -0.2 0.0
0.2 0.4 1.5
-0.1 0.5 -0.3
0.4 0.3 1.4
-0.1 2.0 -1.0
0.7 -0.4 0.5
0.0 -0.7 0.1
0.7 -0.3 -0.9

---

Record 3
C3H5NO2 | wB97M-V/def2-TZVPD

Multiplicity: 1
Kohn-Sham gap in eV: 11.470

Positions of all 11 atoms, in Å:
C -1.927 0.147 -0.395
C -0.598 -0.478 -0.087
O -0.360 -1.657 -0.060
O 0.334 0.489 0.172
C 1.640 0.087 0.310
N 2.483 0.948 0.671
H -2.422 0.438 0.537
H -1.798 1.049 -0.998
H -2.547 -0.581 -0.918
H 1.788 -0.965 0.065
H 3.407 0.523 0.703

Force components x, y, z for each atom (eV/Å):
-0.1 0.0 -0.1
-0.1 -0.4 -0.1
-0.1 0.5 0.0
0.0 0.0 0.0
0.3 0.2 0.1
-0.3 -0.4 -0.2
0.1 -0.1 -0.1
0.0 -0.1 0.1
0.1 0.1 0.1
0.1 0.1 0.1
0.0 0.0 0.0

---

Record 4
C33H32CdIN13O4SSe | wB97M-V/def2-TZVPD

Multiplicity: 1
Kohn-Sham gap in eV: 7.472

Positions of all 86 atoms, in Å:
Cd -0.075 -0.081 1.934
C 1.087 3.686 -0.624
C 1.985 2.510 -0.865
N 2.732 2.489 -1.936
C 3.534 1.412 -2.165
C 3.575 0.321 -1.348
C 4.471 -0.825 -1.736
O 5.457 -1.149 -0.752
C 2.749 0.298 -0.187
C 2.753 -0.885 0.638
N 1.896 -1.181 1.553
C 2.060 -2.372 2.306
C 2.379 -3.603 1.744
C 2.437 -4.745 2.526
C 2.165 -4.680 3.886
C 1.863 -3.458 4.471
C 1.824 -2.324 3.680
I 1.501 -0.445 4.547
C 1.956 1.435 0.107
O 1.212 1.573 1.135
H 1.171 4.375 -1.461
H 1.360 4.195 0.304
H 0.047 3.371 -0.501
H 4.145 1.456 -3.059
H 4.947 -0.582 -2.687
H 3.900 -1.743 -1.887
H 5.963 -0.350 -0.569
H 3.576 -1.581 0.477
H 2.555 -3.658 0.675
H 2.671 -5.697 2.068
H 2.179 -5.577 4.492
H 1.661 -3.388 5.532
N -1.617 7.348 0.439
C -1.827 6.007 0.721
C -0.966 5.321 1.580
C -1.191 3.992 1.881
C -2.289 3.337 1.333
C -3.164 4.012 0.486
C -2.934 5.338 0.185
S -2.579 1.663 1.748
O -1.943 1.445 3.051
O -3.991 1.413 1.639
N -1.731 0.671 0.786
C -1.537 0.884 -0.557
N -0.487 0.208 -1.058
C -0.179 0.443 -2.324
C -0.904 1.310 -3.128
C -1.984 1.924 -2.522
N -2.314 1.724 -1.248
H -0.688 7.701 0.586
H -2.072 7.717 -0.377
H -0.113 5.839 2.007
H -0.516 3.452 2.532
H -4.015 3.485 0.078
H -3.614 5.872 -0.469
H 0.696 -0.072 -2.708
H -0.637 1.494 -4.158
H -2.612 2.619 -3.071
C -2.664 -2.081 -1.821
N -1.373 -2.707 -2.028
C -0.658 -3.362 -1.074
Se -1.110 -3.726 0.653
N 0.515 -3.711 -1.673
C 0.553 -3.297 -2.998
C 1.511 -3.408 -3.989
C 1.202 -2.865 -5.231
C -0.025 -2.241 -5.463
C -0.983 -2.134 -4.462
C -0.665 -2.669 -3.226
H -2.776 -1.882 -0.759
H -3.474 -2.731 -2.154
H -2.696 -1.139 -2.367
H 1.221 -4.222 -1.170
H 2.461 -3.896 -3.807
H 1.926 -2.931 -6.033
H -0.237 -1.831 -6.443
H -1.931 -1.643 -4.639
N -3.455 -1.145 6.035
N -3.024 -1.301 4.725
N -3.868 -1.478 3.737
C -3.027 -1.629 2.726
N -1.742 -1.543 3.108
N -1.772 -1.328 4.420
H -4.337 -0.651 5.985
H -2.751 -0.591 6.507
H -3.346 -1.801 1.714

Force components x, y, z for each atom (eV/Å):
0.3 -0.3 -0.1
0.1 0.0 -0.1
0.1 0.1 -0.1
0.0 -0.1 0.0
-0.1 0.2 0.1
0.0 0.0 0.0
0.0 0.0 0.1
0.0 0.0 -0.1
0.0 -0.3 0.1
0.0 0.1 -0.1
-0.1 -0.3 0.2
0.0 0.1 0.0
0.0 0.0 -0.1
0.0 0.0 0.0
0.0 0.0 0.0
0.0 0.0 0.0
0.0 0.2 0.0
0.1 0.0 0.2
-0.2 -0.1 0.1
0.1 0.1 0.1
0.0 0.0 0.0
0.0 0.0 0.0
0.1 0.0 0.0
0.0 0.0 0.0
0.0 0.0 -0.1
0.0 0.0 0.0
0.0 0.0 0.0
0.1 0.0 0.0
0.0 0.0 0.1
0.0 0.0 0.0
0.0 0.0 0.0
0.0 0.0 0.0
-0.1 -0.1 0.1
0.0 0.1 0.0
0.0 0.0 0.0
-0.1 0.0 -0.1
0.1 0.1 0.0
0.0 0.0 0.1
0.0 0.0 0.0
-0.2 -0.3 0.1
-0.1 -0.1 -0.2
0.0 0.1 0.0
-0.3 0.5 -0.5
0.0 0.1 0.5
0.1 -0.1 -0.2
0.1 -0.1 0.0
0.0 0.0 0.0
-0.1 0.0 0.1
-0.1 -0.1 -0.1
0.0 0.0 0.0
0.0 0.0 0.0
0.0 0.0 0.0
0.0 0.0 0.0
0.0 0.0 0.0
0.0 0.0 0.0
0.0 0.0 0.0
0.0 0.0 0.0
0.0 0.0 0.0
0.1 0.0 0.0
-0.2 0.0 0.0
0.1 0.1 -0.4
0.0 0.1 -0.2
0.1 0.0 0.0
0.1 -0.1 0.2
0.1 0.0 -0.1
0.0 0.0 0.0
0.0 0.0 0.1
0.0 0.1 -0.1
-0.2 0.1 0.2
0.0 0.0 0.0
0.0 0.0 0.0
0.0 0.0 0.0
-0.1 0.0 -0.1
0.0 0.0 0.0
0.0 0.0 0.0
0.0 0.0 0.0
0.0 0.0 0.0
0.0 -0.2 -0.1
-0.1 0.1 0.2
0.2 -0.1 0.1
0.1 0.0 -0.3
-0.2 0.2 0.5
-0.1 -0.1 -0.3
0.0 0.1 0.0
0.0 0.1 0.0
0.1 0.0 0.0

---

| no. | LUMO level (Eh) | HOMO energy (eV) |
| --- | --- | --- |
| 1 | 0.14331 | 0.59 |
| 2 | -0.03050 | -10.04 |
| 3 | 0.03173 | -10.61 |
| 4 | -0.00034 | -7.48 |